Entry from the OMol25 dataset: C21H19N5PdS2 as an isolated structure in a non-equilibrium geometry (ωB97M-V/def2-TZVPD).

XYZ file:
```
48
Properties=species:S:1:pos:R:3:forces:R:3
Pd -0.1278 -1.1256 -0.4548 1.2 -5.5 -1.2
C 1.8279 -6.2724 0.0952 0.0 0.3 0.3
S 1.0450 -5.9652 -1.4989 0.1 0.6 -0.2
C 0.4098 -4.3325 -1.1508 -1.6 -0.2 0.2
S 1.5086 -3.0245 -1.0195 -0.5 1.8 0.5
N -0.8654 -4.2269 -1.0453 0.3 -2.5 -0.5
N -1.4267 -3.0740 -0.7839 -0.3 3.4 0.5
C -2.7178 -2.9575 -0.7950 1.6 -1.0 -0.3
C -3.3112 -1.7051 -0.4423 -0.6 1.1 0.3
C -4.6998 -1.5887 -0.2897 0.8 -0.1 -0.1
C -5.2282 -0.3640 0.0707 0.2 0.3 0.1
C -4.3591 0.7019 0.2567 0.0 0.0 0.0
C -2.9923 0.5077 0.0850 -0.7 -0.2 0.0
N -2.4694 -0.6628 -0.2476 0.1 0.4 0.0
H 2.3276 -7.2335 0.0265 0.0 0.0 -0.1
H 1.0696 -6.3047 0.8744 0.0 -0.1 0.0
H 2.5485 -5.4863 0.3035 0.1 -0.2 0.1
H -3.3396 -3.8059 -1.0673 0.1 -0.1 0.1
H -5.3351 -2.4475 -0.4471 0.0 -0.1 0.0
H -6.2919 -0.2475 0.2070 -0.1 0.1 0.0
H -4.7223 1.6761 0.5400 -0.1 0.1 0.0
H -2.3110 1.3384 0.2316 -0.2 -0.1 0.0
N 5.4162 1.2984 2.5615 0.3 0.2 0.5
C 4.8592 1.0089 1.6068 -0.1 -0.1 -0.1
C 4.1137 0.6833 0.4410 -0.5 -0.2 -0.5
C 4.5323 1.0714 -0.8327 -0.2 -0.2 0.2
C 3.7251 0.7505 -1.9121 -0.1 -0.1 0.0
C 2.5378 0.0695 -1.6903 0.3 0.2 -0.5
N 2.1375 -0.2835 -0.4682 -1.2 0.2 0.0
C 2.9001 0.0003 0.5762 0.5 0.2 0.3
H 5.4691 1.5952 -0.9633 0.0 0.0 0.0
H 4.0095 1.0262 -2.9146 0.0 0.0 -0.1
H 1.8943 -0.2229 -2.5174 0.1 0.1 0.1
H 2.5599 -0.3210 1.5537 0.0 0.0 0.0
C -0.0318 1.3687 0.2218 -0.1 1.8 0.5
C -0.1252 2.6952 0.5932 0.3 -0.7 -0.2
C -0.5176 3.0636 1.9146 -0.1 0.1 0.3
C -0.8104 4.3688 2.2102 -0.1 -0.3 0.4
C -0.6702 5.3593 1.2357 0.1 -0.4 -0.1
C -0.1943 5.0365 -0.0369 0.2 0.0 -0.5
C 0.0672 3.7333 -0.3660 -0.1 0.2 -0.2
H 0.0987 1.1402 -0.8469 0.0 0.1 0.6
H -0.1565 0.5853 0.9921 0.0 0.5 -0.4
H -0.6222 2.2833 2.6541 -0.1 0.0 0.2
H -1.1612 4.6323 3.1950 0.0 0.0 0.1
H -0.9389 6.3771 1.4653 0.0 0.2 0.1
H -0.0460 5.8150 -0.7679 0.0 0.1 -0.1
H 0.4139 3.4653 -1.3533 0.0 0.1 -0.1
```
Forces are in eV/Å.

Output
* E_LUMO (alpha / beta): -9.2 / -9.2 eV
* DFT total energy: -2008.9455 Ha
* energy relative to the best compared isomer or geometry (same formula, charge and spin): 86.7 kcal/mol
* HOMO (alpha / beta): -13.759 / -13.757 eV
* gap between HOMO and LUMO (alpha / beta): 4.59 / 4.59 eV
* total charge: +2



Entry from the OMol25 dataset: C21H20AsClN6O6STi as an isolated structure (ωB97M-V/def2-TZVPD).

XYZ file:
```
57
Properties=species:S:1:pos:R:3:forces:R:3
Ti 0.2109 0.0577 0.2083 -0.3 0.1 -0.1
O -1.9497 2.9538 -1.8678 0.0 0.0 -0.1
As -1.5003 1.3983 -2.6109 0.0 0.1 -0.1
O -2.6418 0.9544 -3.6768 0.0 0.0 0.0
O -1.1745 0.4728 -1.2620 0.3 -0.2 0.4
C 0.1330 1.9349 -3.5213 0.0 0.1 0.0
C 0.1007 3.2009 -4.0982 0.0 0.1 0.0
C 1.1800 3.6851 -4.8222 0.1 -0.1 0.0
C 2.3134 2.8983 -4.9759 -0.1 0.1 0.0
C 2.3587 1.6380 -4.4031 0.0 -0.1 0.0
C 1.2756 1.1579 -3.6808 0.0 0.0 0.0
S 1.4186 -0.4547 -2.9210 0.1 0.0 -0.2
O 2.6860 -0.9963 -3.3559 -0.1 0.0 0.0
O 0.2439 -1.2065 -3.3068 -0.1 0.1 0.0
O 1.4349 -0.1223 -1.4782 0.1 -0.2 0.1
H -1.8307 2.8489 -0.9147 0.0 0.0 0.0
H -0.7766 3.8217 -3.9666 0.0 0.0 0.0
H 1.1346 4.6764 -5.2569 0.0 0.0 0.0
H 3.1657 3.2680 -5.5337 0.0 0.0 0.0
H 3.2319 1.0066 -4.4935 0.0 0.0 0.0
N -1.1636 -2.6605 -0.8742 0.0 0.1 0.0
C -1.7370 -2.3321 0.3161 -0.1 0.0 0.1
N -2.6633 -3.1515 0.8084 0.0 0.0 -0.1
C -3.1802 -2.7447 1.9960 0.1 0.0 0.1
N -4.0484 -3.6677 2.5873 -0.1 0.0 -0.1
N -2.9586 -1.6340 2.6309 -0.1 -0.1 0.0
C -2.0293 -0.8071 2.0337 0.0 0.2 0.1
N -1.3094 -1.2232 0.9259 0.1 0.0 -0.4
C -1.7252 0.4628 2.4368 -0.1 -0.3 0.0
C -2.3238 1.1372 3.5453 0.0 0.1 0.1
C -2.0450 2.4341 3.7974 -0.1 -0.1 0.1
C -1.1299 3.1218 2.9168 0.1 0.0 -0.1
C -0.5215 2.4377 1.9192 -0.1 0.1 0.1
N -0.7245 1.1038 1.6525 0.2 0.0 -0.1
H -1.6093 -3.4354 -1.3355 0.0 0.0 0.0
H -0.8903 -1.9062 -1.4979 0.0 -0.1 0.0
H -4.4944 -4.2491 1.8944 0.0 0.0 0.0
H -4.6957 -3.2167 3.2152 0.0 0.0 0.0
H -3.0156 0.5639 4.1495 0.0 0.0 0.0
H -2.5000 2.9524 4.6335 0.0 0.0 0.0
H -0.9074 4.1731 3.0463 0.0 0.0 0.0
H 0.1843 2.9458 1.2734 0.0 0.0 0.0
C 2.9557 -3.4307 2.4666 0.0 0.0 0.0
C 3.0689 -3.3297 1.0865 0.0 0.0 0.0
C 2.3030 -2.4043 0.3834 0.0 0.0 0.0
C 1.3867 -1.5726 1.0290 -0.2 0.3 0.1
C 1.2776 -1.7057 2.4204 0.1 -0.1 0.0
C 2.0566 -2.6086 3.1349 0.0 0.0 0.0
H 3.5575 -4.1473 3.0160 0.0 0.0 0.0
H 3.7632 -3.9710 0.5522 0.0 0.0 0.0
H 2.4272 -2.3266 -0.6913 0.0 0.0 0.0
H 0.5553 -1.0995 2.9636 0.0 0.0 0.0
H 1.9509 -2.6827 4.2129 0.0 0.0 0.0
Cl 2.2730 2.6491 -0.1362 -0.1 0.1 -0.1
C 2.0088 1.1253 0.8597 -0.1 0.1 0.0
H 1.9840 1.4660 1.8944 0.1 0.0 0.0
H 2.9049 0.5402 0.6747 0.0 0.0 0.0
```
Forces are in eV/Å.

Output
* E_LUMO: 4.7 eV
* DFT total energy: -5536.0516 Ha
* energy relative to the best compared isomer or geometry (same formula, charge and spin): 0.0 kcal/mol
* HOMO: -0.106 eV
* gap between HOMO and LUMO: 4.78 eV
* total charge: -2



Entry from the OMol25 dataset: C21H20Br2FeZn as an isolated structure in a non-equilibrium geometry (ωB97M-V/def2-TZVPD).

XYZ file:
```
45
Properties=species:S:1:pos:R:3:forces:R:3
Br -3.5678 -2.3516 0.6494 -0.6 -0.6 0.3
Zn -2.6053 -0.3165 1.2995 0.8 0.1 -0.9
Br -0.4387 -0.2968 2.1814 -0.2 0.0 0.7
C -2.5564 0.7844 -0.4243 0.4 1.0 0.0
C -1.4578 0.1253 -1.1802 -0.5 -0.4 -0.1
C -0.4381 0.9490 -1.4594 -0.2 0.9 0.1
C -0.7641 2.2762 -0.9121 0.3 -0.8 -0.3
C -2.0112 2.1726 -0.2814 -0.7 -0.5 0.0
C -2.5785 3.2795 0.3257 0.1 0.0 -0.2
C -1.9029 4.4863 0.2717 -0.3 0.0 0.2
C -0.6787 4.5885 -0.3702 0.2 0.2 0.0
C -0.0913 3.4892 -0.9602 -0.1 -0.3 0.0
H -3.5113 0.7682 -0.9612 0.0 -0.2 0.3
H -1.4717 -0.9248 -1.4285 -0.1 -0.1 -0.1
H 0.4538 0.6974 -2.0067 0.2 -0.1 0.1
H -3.5418 3.1966 0.8058 -0.2 0.0 0.2
H -2.3419 5.3573 0.7294 -0.1 0.3 0.1
H -0.1739 5.5383 -0.3948 0.1 0.3 0.0
H 0.8599 3.5578 -1.4579 0.3 0.1 -0.1
C 3.0406 0.2861 0.7631 0.1 0.0 0.2
C 3.0037 -0.0064 -0.6876 0.4 0.1 -0.6
C 3.5230 -1.1447 -1.2480 -1.5 -1.6 0.4
C 3.1366 -1.7613 -2.5872 0.8 1.0 1.9
C 3.6261 -3.0664 -2.6292 1.3 -0.9 1.8
C 4.3831 -3.3427 -1.3676 -0.7 -0.4 -2.2
C 4.3372 -2.2156 -0.5525 -0.6 2.1 -0.5
Fe 5.2101 -1.7132 -2.3931 0.1 -1.9 -2.3
C 7.2847 -1.6343 -2.7648 -0.5 0.2 -0.4
C 6.7403 -0.3017 -2.5829 -0.3 -0.2 -0.5
C 5.7265 -0.0889 -3.5978 0.5 -0.6 0.4
C 5.6464 -1.2897 -4.4076 0.8 0.0 0.9
C 6.6077 -2.2458 -3.8923 0.0 1.1 0.3
H 3.4327 1.2817 0.9730 0.1 0.3 0.3
H 2.0396 0.2237 1.1984 0.0 0.1 0.2
H 3.6706 -0.4315 1.2945 0.0 0.0 0.1
H 2.4505 0.6701 -1.3193 -0.2 0.1 -0.1
H 2.5446 -1.2881 -3.3719 0.3 0.0 0.4
H 3.4506 -3.7943 -3.4238 0.3 0.3 0.2
H 4.8440 -4.2928 -1.0950 0.0 0.3 -0.3
H 4.7855 -2.1404 0.4412 -0.2 0.1 -0.5
H 8.0947 -2.0849 -2.1854 -0.4 0.2 -0.2
H 7.0406 0.4143 -1.8131 -0.2 -0.3 -0.4
H 5.0919 0.7967 -3.6991 0.3 -0.4 0.1
H 4.9541 -1.4644 -5.2357 0.2 0.1 0.5
H 6.8093 -3.2387 -4.3033 -0.2 0.4 0.3
```
Forces are in eV/Å.

Output
* E_LUMO: 4.2 eV
* DFT total energy: -9003.2878 Ha
* energy relative to the best compared isomer or geometry (same formula, charge and spin): 0.0 kcal/mol
* HOMO: 1.040 eV
* gap between HOMO and LUMO: 3.20 eV
* total charge: -2



Entry from the OMol25 dataset: C21H20Cl2GeN3O2Pt as an isolated structure in a non-equilibrium geometry (ωB97M-V/def2-TZVPD).

XYZ file:
```
50
Properties=species:S:1:pos:R:3:forces:R:3
Pt 1.5405 -0.6786 -0.8691 0.1 -0.9 -1.5
Cl -0.8545 -6.0039 -5.6527 0.0 0.1 0.1
C -0.5203 -4.8609 -4.3926 -0.1 -0.2 0.1
C -1.0100 -5.1025 -3.0923 0.0 -0.1 -0.1
C -0.7756 -4.2174 -2.0814 -0.2 0.1 0.3
Cl -1.3931 -4.5280 -0.4909 0.0 0.0 -0.1
C -0.0367 -3.0195 -2.2832 0.2 0.0 -0.3
O 0.1103 -2.1791 -1.3280 -0.2 0.4 0.7
C 0.4743 -2.8239 -3.5943 -0.2 -0.2 0.1
C 1.2920 -1.7094 -3.8643 0.1 -0.1 -0.1
O 1.8351 -0.9454 -3.0431 0.5 0.4 0.3
C 0.2033 -3.7427 -4.6436 0.1 0.3 0.0
H -1.5827 -5.9985 -2.8940 0.0 0.0 0.0
H 1.4856 -1.5022 -4.9249 0.2 0.1 0.1
H 0.5827 -3.5601 -5.6409 0.1 0.1 0.0
C 5.3861 1.9954 0.9524 -0.2 0.0 -0.1
Ge 3.5514 2.0299 0.2752 0.0 0.3 0.1
C 2.3093 2.7525 1.6188 0.1 -0.1 -0.1
C 3.3993 2.9302 -1.4577 0.0 -0.1 0.1
C 2.9483 0.1613 -0.0215 -0.7 0.0 -0.2
H 5.7026 3.0122 1.1832 0.0 0.0 0.0
H 6.0742 1.5837 0.2156 0.0 0.0 0.0
H 5.4616 1.4027 1.8632 0.0 0.0 0.0
H 2.5896 3.7840 1.8309 0.0 0.0 0.0
H 2.3721 2.1882 2.5481 0.0 0.0 0.0
H 1.2784 2.7429 1.2687 0.0 0.0 0.0
H 3.4791 4.0077 -1.3178 0.0 0.0 0.0
H 2.4480 2.7146 -1.9432 0.0 0.0 0.0
H 4.1977 2.6114 -2.1258 0.0 0.0 0.0
H 3.5362 -0.6794 0.3957 0.1 0.0 0.0
N -6.4586 0.5694 5.9149 0.0 0.0 0.0
C -5.6551 0.6255 5.0974 -0.1 0.0 0.1
C -4.6506 0.6959 4.0775 0.1 0.0 -0.1
C -3.9080 -0.4355 3.7509 0.0 0.0 0.0
C -2.9383 -0.3687 2.7687 0.0 0.0 0.0
C -2.7054 0.8323 2.1112 -0.1 0.0 0.1
C -3.4432 1.9633 2.4306 0.1 0.0 0.0
C -4.4150 1.8949 3.4119 0.0 -0.1 0.0
N -1.6951 0.9080 1.0970 0.0 0.0 0.0
C -1.4448 1.9789 0.2613 0.0 0.0 -0.1
C -0.4191 1.6206 -0.5484 -0.1 0.0 0.0
N -0.0533 0.3388 -0.2181 0.3 0.1 1.0
C -0.8226 -0.0605 0.7798 -0.1 0.0 -0.1
H -4.0943 -1.3678 4.2646 0.0 0.0 0.0
H -2.3864 -1.2647 2.5260 0.0 0.0 0.0
H -3.2710 2.9070 1.9359 0.0 0.0 0.0
H -4.9907 2.7735 3.6657 0.0 0.0 0.0
H -2.0172 2.8853 0.2877 0.0 0.0 0.0
H 0.0484 2.1661 -1.3476 0.0 0.0 0.0
H -0.7642 -1.0277 1.2426 0.0 0.0 0.0
```
Forces are in eV/Å.

Output
* E_LUMO: -4.6 eV
* DFT total energy: -4243.2766 Ha
* energy relative to the best compared isomer or geometry (same formula, charge and spin): 16.6 kcal/mol
* HOMO: -10.837 eV
* gap between HOMO and LUMO: 6.26 eV
* total charge: +1



Entry from the OMol25 dataset: one molecule with the formula C21H20ClN5O (ωB97M-V/def2-TZVPD).

XYZ file:
```
48
Properties=species:S:1:pos:R:3:forces:R:3
C 1.9847 5.8818 -0.6422 0.0 0.0 0.0
C 3.1300 5.2258 -0.7386 0.0 0.0 0.0
C 3.9760 4.8587 0.4422 0.0 0.0 0.0
N 4.1966 3.4242 0.5165 0.0 0.0 0.0
C 3.2735 2.4459 0.4156 0.0 0.0 0.0
C 3.9315 1.2521 0.6177 0.0 0.0 0.0
C 3.3558 -0.0839 0.5955 0.0 0.0 0.0
N 4.0935 -1.1591 0.8512 0.0 0.0 0.0
N 3.2546 -2.2139 0.7484 0.0 0.0 0.0
C 2.0105 -1.8160 0.4305 0.0 0.0 0.0
C 2.0220 -0.4647 0.3214 0.0 0.0 0.0
C 0.6656 0.0506 -0.0150 0.0 0.0 0.0
N -0.1011 -1.2138 -0.1412 0.0 0.0 0.0
C -1.4444 -1.0865 -0.3207 0.0 0.0 0.0
O -1.9363 0.0297 -0.3783 0.0 0.0 0.0
C -2.3565 -2.2729 -0.5595 0.0 0.0 0.0
C -3.7785 -1.9217 -0.2435 0.0 0.0 0.0
C -4.7079 -1.6294 -1.2328 0.0 0.0 0.0
C -6.0194 -1.3092 -0.9173 0.0 0.0 0.0
C -6.4217 -1.2711 0.4087 0.0 0.0 0.0
C -5.5100 -1.5456 1.4160 0.0 0.0 0.0
C -4.2060 -1.8632 1.0793 0.0 0.0 0.0
Cl -3.0709 -2.1826 2.3628 0.0 0.0 0.0
C -2.0876 -3.1090 -1.7915 0.0 0.0 0.0
C -2.0213 -3.7419 -0.4401 0.0 0.0 0.0
C 0.6733 -2.4244 0.1861 0.0 0.0 0.0
C 5.2725 1.6315 0.8370 0.0 0.0 0.0
N 5.4217 2.9432 0.7749 0.0 0.0 0.0
H 1.4071 6.1455 -1.5178 0.0 0.0 0.0
H 1.5895 6.1831 0.3214 0.0 0.0 0.0
H 3.5100 4.9207 -1.7088 0.0 0.0 0.0
H 4.9695 5.2994 0.3673 0.0 0.0 0.0
H 3.5146 5.2141 1.3664 0.0 0.0 0.0
H 2.2398 2.6687 0.2072 0.0 0.0 0.0
H 3.6146 -3.1372 0.9043 0.0 0.0 0.0
H 0.2218 0.6784 0.7609 0.0 0.0 0.0
H 0.6152 0.6099 -0.9517 0.0 0.0 0.0
H -4.3885 -1.6368 -2.2670 0.0 0.0 0.0
H -6.7236 -1.0821 -1.7066 0.0 0.0 0.0
H -7.4430 -1.0218 0.6645 0.0 0.0 0.0
H -5.7997 -1.5121 2.4571 0.0 0.0 0.0
H -2.9214 -3.3463 -2.4364 0.0 0.0 0.0
H -1.1547 -2.9172 -2.3058 0.0 0.0 0.0
H -1.0759 -4.0755 -0.0521 0.0 0.0 0.0
H -2.8587 -4.3591 -0.1440 0.0 0.0 0.0
H 0.6875 -3.1351 -0.6444 0.0 0.0 0.0
H 0.2764 -2.9250 1.0731 0.0 0.0 0.0
H 6.1193 0.9938 1.0292 0.0 0.0 0.0
```
Forces are in eV/Å.

Output
* E_LUMO: 0.5 eV
* DFT total energy: -1621.3913 Ha
* energy relative to the best compared isomer or geometry (same formula, charge and spin): 45.9 kcal/mol
* HOMO: -8.344 eV
* SMILES: C=CCn1cc(-c2n[nH]c3c2CN(C(=O)C2(c4ccccc4Cl)CC2)C3)cn1
* gap between HOMO and LUMO: 8.87 eV



DFT total energy of number 5 (C21H20ClN5O)?
-1621.3913 Ha



Among the records above, which one has the lowest DFT total energy?
C21H20Br2FeZn